The following is a DFT calculation (ωB97M-V with the def2-TZVPD basis set) of C8H12 in the gas phase.

```
20
Properties=species:S:1:pos:R:3:mulliken_charge:R:1
C 0.12746 0.68745 -1.15661 -0.9468
C 0.64585 -0.22657 -0.16836 -0.2336
C 0.95373 1.17992 0.06936 0.5865
C -0.17611 -1.26305 0.34090 0.3453
C -1.07229 -0.13545 -0.36465 0.5090
C 2.42898 1.58148 -0.24586 -1.5281
C -0.29215 -1.32683 1.87680 -1.2854
C -2.04315 -0.36300 -1.53381 -1.6623
H 0.64154 1.83638 0.97371 0.2440
H -0.12854 -2.10980 -0.38509 0.3446
H -1.51711 0.69758 0.28257 0.1157
H 2.64093 2.55960 0.08695 0.4451
H 2.54566 1.72417 -1.26396 0.4233
H 3.19276 0.92269 0.05443 0.3469
H 0.51640 -1.95519 2.20144 0.3784
H -1.22848 -1.91119 2.30409 0.3078
H -0.40122 -0.40389 2.43106 0.3233
H -2.50637 0.49077 -2.02941 0.3699
H -2.74323 -1.05594 -1.20465 0.4574
H -1.58467 -0.92915 -2.26891 0.4590
```

Total charge: 0
F_max: 5.7 eV/A
Orbital gap (spin up / spin down): 6.460 / 8.026 eV
Energy relative to the best compared isomer or geometry (same formula, charge and spin): 371.46 kJ/mol
E_HOMO (spin up / spin down): -5.337 / -9.343 eV
<S²>: 2.01
Multiplicity: 3